Here is C14H20N4O2S2 in the gas phase in a non-equilibrium geometry from OMol25. Energies are from wB97M-V/def2-TZVPD.

## Properties
structure (SMILES): CCCc1ccc(S(=O)(=O)NCc2nnc(SC)n2C)cc1
M: 340.5 g mol⁻¹
ΔE to the lowest compared entry with this formula, charge and spin: 0.0 kJ/mol
electronic energy: -1711.3483 hartree
max |F|: 1.32 eV/Å
LUMO energy: 0.56 eV
HOMO energy: -8.533 eV
2S+1: 1

CARTESIAN COORDINATES (ANGSTROEM)
1 C 3.6817 -0.3574 -0.8754
2 C 3.3550 1.0953 -1.1921
3 H 4.2291 1.5655 -1.6477
4 H 2.5352 1.1467 -1.9119
5 C 2.9694 1.8942 0.0615
6 C 1.5850 1.5767 0.5478
7 C 0.5014 2.3238 0.0944
8 C -0.7711 2.1017 0.5875
9 C -0.9688 1.1004 1.5182
10 C 0.0830 0.3168 1.9500
11 C 1.3580 0.5584 1.4674
12 H 2.1855 -0.0332 1.8293
13 H -0.1080 -0.4555 2.6786
14 S -2.5637 0.9104 2.3134
15 O -2.7893 2.0765 3.1096
16 O -2.6147 -0.3819 2.9416
17 N -3.7476 0.9077 1.1337
18 H -3.7268 1.7490 0.5791
19 C -3.8468 -0.3089 0.3555
20 C -2.6035 -0.5837 -0.4164
21 N -2.1705 0.1298 -1.4193
22 N -1.0050 -0.3845 -1.8385
23 C -0.7418 -1.4141 -1.0787
24 N -1.7193 -1.5929 -0.1436
25 C -1.7855 -2.5994 0.8798
26 H -2.5252 -3.3585 0.6162
27 H -0.8076 -3.0706 0.9669
28 H -2.0584 -2.1362 1.8302
29 S 0.6272 -2.4646 -1.2375
30 C 1.1931 -1.8957 -2.8623
31 H 1.3172 -0.8196 -2.8261
32 H 0.4493 -2.1643 -3.6054
33 H 2.1342 -2.3974 -3.0602
34 H -4.6953 -0.2139 -0.3262
35 H -4.0353 -1.1143 1.0666
36 H -1.6001 2.7095 0.2610
37 H 0.6605 3.1053 -0.6335
38 H 3.0216 2.9590 -0.1732
39 H 3.6939 1.6835 0.8505
40 H 4.4950 -0.4145 -0.1548
41 H 3.9918 -0.8811 -1.7766
42 H 2.8172 -0.8679 -0.4598

Atoms 1-3, force components in eV/Å:
-0.06 0.19 -0.11
0.14 -0.03 0.17
-0.04 0.04 -0.06